i | {
  "formula": "C2H11O4",
  "method": "wB97M-V/def2-TZVPD",
  "total_charge": -1,
  "molar_mass_g_mol": 99.11,
  "homo_ev": -4.48,
  "elements": ["C", "O", "C", "H", "H", "H", "H", "H", "H", "H", "O", "H", "H", "O", "H", "H", "O"],
  "xyz": [[-0.871, -0.433, -0.572], [0.051, 0.381, -0.045], [-1.354, -1.615, 0.402], [-1.767, 0.090, -0.967], [-0.602, -1.003, -1.512], [-1.116, -2.538, -0.151], [-0.612, -1.571, 1.206], [-2.332, -1.842, 0.846], [0.188, 1.791, 2.224], [-0.525, 1.093, 1.183], [-0.748, 1.697, 2.013], [2.405, -1.083, -0.485], [1.449, -0.389, 0.488], [2.278, -0.951, 0.446], [1.381, 1.897, -2.415], [0.869, 1.979, -0.981], [1.304, 2.496, -1.679]],
  "nbo_charge": [-0.01, -0.94, -0.68, 0.11, 0.09, 0.18, 0.22, 0.19, 0.44, 0.50, -1.03, 0.45, 0.51, -1.01, 0.45, 0.52, -0.98]
}

ii | {
  "formula": "C2H11O4",
  "method": "wB97M-V/def2-TZVPD",
  "total_charge": -1,
  "molar_mass_g_mol": 99.11,
  "homo_ev": -4.42,
  "elements": ["C", "O", "C", "H", "H", "H", "H", "H", "H", "H", "O", "H", "H", "O", "H", "H", "O"],
  "xyz": [[0.149, -0.710, -0.347], [0.169, 0.065, 0.828], [0.949, -0.103, -1.516], [0.556, -1.712, -0.167], [-0.893, -0.735, -0.714], [0.766, -0.577, -2.486], [0.525, 0.898, -1.645], [2.021, -0.056, -1.322], [2.616, -0.545, 1.982], [1.705, 0.095, 1.017], [2.690, -0.242, 1.092], [-2.366, 1.680, -0.094], [-0.961, 1.255, -0.382], [-1.708, 1.748, -0.771], [-2.716, -0.315, 1.069], [-1.282, -0.266, 1.595], [-2.221, -0.482, 1.861]],
  "nbo_charge": [-0.07, -0.97, -0.64, 0.14, 0.13, 0.18, 0.19, 0.21, 0.44, 0.50, -1.03, 0.45, 0.50, -0.98, 0.44, 0.52, -1.01]
}

The calculated energies rank the structures as follows, beginning with the most stable: ii, i.

i | {
  "formula": "C3H6O2S2",
  "method": "wB97M-V/def2-TZVPD",
  "molar_mass_g_mol": 138.21,
  "smiles": "O=C(O)CCSS",
  "homo_ev": -9.17,
  "elements": ["O", "C", "O", "C", "C", "S", "S", "H", "H", "H", "H", "H", "H"],
  "xyz": [[-0.200, -2.141, -1.019], [-0.935, -1.301, -0.583], [-2.278, -1.447, -0.606], [-0.467, -0.229, 0.410], [1.027, 0.021, 0.236], [1.607, 1.405, -0.763], [0.724, 2.990, 0.286], [-2.523, -1.909, -1.425], [-0.625, -0.612, 1.405], [-1.132, 0.578, 0.098], [1.406, 0.171, 1.249], [1.519, -0.866, -0.166], [1.877, 3.338, 0.876]],
  "nbo_charge": [-0.58, 0.79, -0.69, -0.53, -0.56, 0.12, -0.15, 0.50, 0.25, 0.24, 0.22, 0.26, 0.13]
}

ii | {
  "formula": "C3H6O2S2",
  "method": "wB97M-V/def2-TZVPD",
  "molar_mass_g_mol": 138.21,
  "smiles": "CO[C@]1(SC)OS1",
  "homo_ev": -8.74,
  "elements": ["C", "O", "C", "S", "C", "O", "S", "H", "H", "H", "H", "H", "H"],
  "xyz": [[0.695, -2.192, -0.083], [0.427, -0.860, -0.596], [1.444, -0.026, -0.459], [1.051, 1.758, -0.641], [0.274, 1.971, 0.979], [2.697, -0.214, -1.098], [2.833, -0.461, 0.575], [0.734, -2.159, 1.022], [1.658, -2.593, -0.476], [0.031, -3.025, -0.379], [0.249, 3.051, 1.150], [0.722, 1.489, 1.816], [-0.774, 1.597, 0.843]],
  "nbo_charge": [-0.28, -0.51, 0.29, 0.25, -0.75, -0.61, 0.34, 0.19, 0.20, 0.21, 0.23, 0.22, 0.22]
}

The calculated energies rank the structures as follows, beginning with the most stable: i, ii.

i | {
  "formula": "C3H4ClNO2",
  "method": "wB97M-V/def2-TZVPD",
  "molar_mass_g_mol": 121.52,
  "smiles": "[H]/N=C(\\Cl)[C@@H](O)C=O",
  "homo_ev": -10.56,
  "elements": ["H", "N", "C", "Cl", "C", "O", "C", "O", "H", "H", "H"],
  "xyz": [[-1.863, -2.279, -0.128], [-0.912, -1.856, -0.236], [-0.923, -0.627, -0.394], [-2.388, 0.383, -0.215], [0.486, 0.081, -0.402], [0.758, 1.106, -1.264], [0.851, 0.587, 1.072], [1.219, 1.721, 1.096], [1.021, -0.899, -0.577], [0.938, 1.989, -0.746], [0.813, -0.207, 1.795]],
  "nbo_charge": [0.37, -0.63, 0.27, -0.06, -0.06, -0.70, 0.44, -0.51, 0.22, 0.51, 0.15]
}

ii | {
  "formula": "C3H4ClNO2",
  "method": "wB97M-V/def2-TZVPD",
  "molar_mass_g_mol": 121.52,
  "homo_ev": [-9.38, -9.38],
  "elements": ["C", "C", "C", "N", "O", "O", "Cl", "H", "H", "H", "H"],
  "xyz": [[0.903, -0.351, -0.129], [4.247, 0.418, 0.236], [-0.424, 0.385, -0.213], [3.274, -0.365, -0.080], [4.457, 1.366, 0.929], [2.054, 0.176, 0.131], [5.613, -0.353, -0.620], [0.802, -1.381, -0.422], [-1.206, -0.230, -0.018], [-0.609, 1.211, 0.559], [-0.327, 0.834, -1.130]],
  "nbo_charge": [0.40, 0.59, -0.68, -0.35, -0.57, -0.19, -0.12, 0.18, 0.24, 0.25, 0.25]
}

The calculated energies rank the structures as follows, beginning with the most stable: i, ii.

i | {
  "formula": "C10H10FN2",
  "method": "wB97M-V/def2-TZVPD",
  "total_charge": 1,
  "molar_mass_g_mol": 177.20,
  "homo_ev": -12.83,
  "elements": ["C", "C", "C", "C", "C", "C", "C", "C", "C", "C", "N", "N", "F", "H", "H", "H", "H", "H", "H", "H", "H", "H", "H"],
  "xyz": [[2.720, 1.521, -0.521], [3.466, 0.974, 0.459], [1.475, 1.026, -0.831], [2.905, -0.227, 1.029], [0.937, -0.064, -0.158], [0.084, -2.812, -0.670], [-4.171, 1.232, 0.084], [-0.793, -1.828, -0.341], [-3.758, 0.130, 0.633], [-0.435, -0.390, -0.160], [1.750, -0.715, 0.684], [-1.384, 0.416, 0.053], [-1.126, 1.728, 0.331], [3.058, 2.406, -1.187], [4.463, 1.436, 0.729], [0.926, 1.487, -1.517], [3.516, -0.581, 1.818], [-0.088, -3.940, -0.623], [1.113, -2.594, -0.523], [-5.103, 1.697, 0.440], [-3.709, 1.521, -0.875], [-1.907, -1.947, -0.307], [-3.940, -0.475, 1.455]],
  "nbo_charge": [-0.18, -0.21, -0.17, 0.07, 0.07, -0.26, -0.46, -0.25, 0.30, 0.25, -0.41, -0.01, -0.20, 0.24, 0.25, 0.21, 0.21, 0.24, 0.22, 0.32, 0.31, 0.21, 0.23]
}

ii | {
  "formula": "C10H10FN2",
  "method": "wB97M-V/def2-TZVPD",
  "total_charge": 1,
  "molar_mass_g_mol": 177.20,
  "homo_ev": [-12.49, -12.49],
  "elements": ["C", "C", "C", "C", "C", "C", "C", "C", "C", "C", "N", "N", "F", "H", "H", "H", "H", "H", "H", "H", "H", "H", "H"],
  "xyz": [[0.184, 0.225, -3.476], [-0.930, -0.533, -3.793], [0.664, 0.322, -2.180], [-1.649, -1.259, -2.803], [-0.171, -0.298, -1.282], [-1.193, -1.161, -1.533], [0.708, 0.294, 1.186], [2.153, 1.496, 2.167], [0.295, 0.303, 2.531], [-0.910, -0.418, 3.181], [1.779, 1.081, 0.999], [1.272, 1.009, 3.127], [-1.855, -1.699, -0.516], [0.824, 0.755, -4.167], [-1.248, -0.473, -4.822], [1.567, 0.870, -1.986], [-2.574, -1.758, -3.053], [0.164, -0.084, 0.325], [2.990, 2.043, 2.219], [-0.636, -1.489, 3.124], [-1.812, -0.135, 2.516], [-1.040, -0.035, 4.174], [1.418, 0.944, 4.065]],
  "nbo_charge": [-0.19, -0.13, -0.26, -0.23, 0.38, 0.29, 0.00, 0.17, 0.17, -0.64, -0.43, -0.48, -0.27, 0.26, 0.26, 0.31, 0.28, 0.13, 0.22, 0.25, 0.25, 0.24, 0.42]
}

The calculated energies rank the structures as follows, beginning with the most stable: ii, i.